1.
{
  "formula": "CH2INS",
  "method": "ωB97M-V/def2-TZVPD",
  "e_homo_ev": [-8.52, -8.50],
  "lumo_ev": [-1.901, -1.944],
  "species": ["C", "N", "S", "I", "H", "H"],
  "positions_angstrom": [[-1.080, -0.330, 0.037], [-0.248, -1.236, -0.069], [2.604, 1.760, -0.011], [1.902, -0.459, 0.004], [-0.968, 0.682, -0.032], [-2.210, -0.418, 0.072]],
  "forces_ev_per_angstrom": [[-2.9958, -0.7985, -0.4034], [1.5901, 0.0508, 0.3683], [-0.7862, -0.7632, -0.0122], [-0.2643, -0.2433, -0.1342], [1.4313, 3.0494, 0.1276], [1.0249, -1.2952, 0.0538]],
  "mulliken_charge": [0.003, -0.503, -0.405, 0.451, 0.222, 0.231]
}

=====

2.
{
  "formula": "C3HN3O6S",
  "method": "ωB97M-V/def2-TZVPD",
  "smiles": "N#CN/N=C(\\[O-])OC(=O)S(=O)(=O)[O-]",
  "e_homo_ev": -0.80,
  "lumo_ev": 6.256,
  "charge": -2,
  "species": ["C", "C", "C", "N", "N", "N", "O", "O", "O", "O", "O", "O", "S", "H"],
  "positions_angstrom": [[-2.751, 0.571, -0.599], [-0.250, -1.509, 0.085], [1.565, -0.468, -0.696], [-3.818, 0.885, -0.963], [-1.659, 0.165, -0.002], [-0.673, -0.479, -0.623], [-0.776, -2.220, 0.939], [1.284, 2.091, -0.278], [1.101, -1.680, -0.350], [2.268, -0.265, -1.667], [2.897, 0.779, 1.153], [0.515, 0.670, 1.513], [1.583, 0.877, 0.524], [-1.286, 0.582, 0.965]],
  "forces_ev_per_angstrom": [[-0.7210, -0.0601, 0.6209], [-0.3974, -0.5112, 0.2658], [1.2060, 0.9013, -1.1959], [0.5535, 0.0713, -0.2311], [-1.2548, 2.0471, 3.5096], [1.7480, -0.8018, -1.9419], [0.9106, 0.2302, -0.5485], [1.0348, -1.3136, 0.7524], [-0.2687, -1.0652, 0.6134], [-0.6224, -0.7995, 0.4557], [0.1075, 0.1122, -0.5415], [0.0426, -0.4099, 0.3512], [-1.2985, 2.2364, 0.3483], [-1.0401, -0.6373, -2.4583]],
  "mulliken_charge": [0.407, 0.672, 0.708, -0.682, 0.130, -0.776, -0.717, -0.720, -0.366, -0.622, -0.706, -0.775, 1.170, 0.276]
}

=====

3.
{
  "formula": "C3H4BrNO",
  "method": "ωB97M-V/def2-TZVPD",
  "smiles": "CO[C@@H](Br)C#N",
  "e_homo_ev": -10.72,
  "lumo_ev": 0.052,
  "species": ["C", "C", "C", "N", "O", "Br", "H", "H", "H", "H"],
  "positions_angstrom": [[0.558, -1.520, -0.254], [0.335, 1.242, 0.570], [-0.703, -0.850, -0.352], [1.651, -1.831, -0.100], [-0.843, 0.468, 0.624], [-1.014, -0.320, -2.247], [0.276, 1.766, 1.518], [0.103, 1.956, -0.234], [1.218, 0.673, 0.531], [-1.582, -1.583, -0.056]],
  "forces_ev_per_angstrom": [[0.4262, 0.8542, 0.3883], [-2.3021, 1.5988, 0.0763], [-3.3950, 1.5995, 1.6682], [0.2543, -0.4726, -0.0330], [0.1677, -5.1436, -2.3643], [0.1762, -0.1854, 1.0123], [0.4234, 0.3470, 0.1525], [1.2196, -0.0118, -0.0023], [1.2340, -0.5118, -0.3835], [1.7958, 1.9257, -0.5145]],
  "mulliken_charge": [0.321, -0.676, -0.021, -0.381, -0.328, -0.072, 0.215, 0.271, 0.364, 0.306]
}